This record from the OMol25 dataset describes a structure of composition C16H15IIrN4O2S3 at a distorted geometry. The level of theory is wB97M-V/def2-TZVPD.

E_LUMO (alpha / beta)   2.632 / 1.181 eV
Relative energy (zero: lowest compared OMol25 entry of this formula, charge and spin)   0.00 kJ/mol
Charge   -1
⟨S²⟩   6.0165
2S+1   5

XYZ file:
```
42
Properties=species:S:1:pos:R:3:forces:R:3
Ir -0.72919 -1.17283 -0.40417 0.193 -0.094 0.555
N -2.49970 1.87018 2.34107 0.307 -0.192 -0.086
C -1.78289 1.18097 1.38162 -0.251 0.173 0.490
S -1.29396 -0.44794 1.81873 0.029 0.066 -0.230
N -1.51825 1.82009 0.29417 0.098 -0.228 -0.135
N -0.74191 1.08302 -0.57987 -0.368 -0.075 0.020
C -0.46252 1.67224 -1.67526 0.309 0.271 -0.628
C 0.41203 1.13432 -2.69774 -0.381 0.269 0.017
C 0.56451 1.85936 -3.89070 -0.096 0.046 0.094
C 1.40181 1.43052 -4.89656 0.025 -0.112 0.037
C 2.09676 0.22642 -4.71686 -0.056 0.046 0.035
C 1.96327 -0.50114 -3.55275 0.172 -0.046 -0.055
C 1.13829 -0.05508 -2.50362 0.078 -0.317 0.583
O 1.11191 -0.74139 -1.36740 -0.163 0.157 -0.989
H -2.92567 1.32020 3.06330 -0.103 -0.036 -0.012
H -2.99135 2.68980 2.02514 0.015 -0.033 -0.032
H -0.90802 2.65265 -1.84205 0.118 0.076 0.005
H 0.00328 2.78524 -4.00378 0.080 -0.103 0.022
H 1.52219 2.01049 -5.80491 -0.032 -0.065 0.065
H 2.74801 -0.13731 -5.50487 -0.008 -0.004 0.050
H 2.50328 -1.42883 -3.39526 -0.022 0.066 -0.031
S 0.25981 -3.37992 -0.01076 0.096 0.140 0.558
C 0.49054 -3.38762 1.67229 -0.185 -0.219 0.072
N 0.68027 -3.42541 2.81909 -0.095 0.024 -0.543
I -2.92461 -1.56659 -1.76933 -0.201 -0.046 -0.152
C 2.74949 1.73038 2.18077 0.100 0.253 0.362
S 2.02819 1.11087 0.66750 0.226 0.318 -0.524
O 2.48102 2.06200 -0.40858 -0.163 -0.428 0.502
C 3.07975 -0.33478 0.57581 0.022 -0.161 0.011
C 2.87734 -1.38501 1.46127 0.041 0.156 0.036
C 3.66177 -2.52413 1.34885 0.094 0.013 -0.056
C 4.62240 -2.60821 0.34697 -0.011 0.146 -0.061
C 4.79518 -1.55479 -0.54938 -0.060 -0.055 0.101
C 4.01584 -0.40879 -0.44038 0.129 -0.024 -0.005
H 3.83201 1.78691 2.05239 -0.080 0.049 0.092
H 2.47686 1.07135 3.01363 0.078 0.129 -0.185
H 2.32229 2.72673 2.33003 0.074 -0.152 0.053
H 2.09954 -1.33599 2.22030 0.106 0.000 -0.114
H 3.49972 -3.35141 2.02979 -0.022 0.050 -0.036
H 5.22965 -3.50196 0.25394 -0.043 0.035 -0.007
H 5.52757 -1.63615 -1.34561 -0.032 0.016 0.044
H 4.10264 0.42149 -1.13624 -0.018 -0.109 0.077
```
Positions in Å, forces in eV/Å.

Löwdin population analysis, charges in e, atoms 1 to 2: atom 1 (Ir): 0.60, atom 2 (N): 0.04

This record from the OMol25 dataset describes a structure of composition C16H15N2O3RuS5. The level of theory is wB97M-V/def2-TZVPD.

E_LUMO (alpha / beta)   -0.178 / -1.054 eV
Relative energy (zero: lowest compared OMol25 entry of this formula, charge and spin)   0.00 kJ/mol
Charge   0
⟨S²⟩   0.7719
2S+1   2

XYZ file:
```
42
Properties=species:S:1:pos:R:3:forces:R:3
Ru -0.54366 -0.45544 -1.63637 0.027 0.241 -0.327
S -5.17742 -4.70840 -0.34914 -0.011 -0.009 0.036
C -4.23211 -3.58011 -1.07245 -0.148 0.007 -0.245
S -2.87968 -3.96537 -2.07803 0.026 -0.004 0.057
C -2.38003 -2.33465 -2.45448 0.045 -0.066 0.082
C -3.15493 -1.34384 -1.91854 -0.079 0.037 0.169
S -2.70893 0.33273 -1.91332 0.144 -0.109 -0.032
S -4.51162 -1.87654 -0.96109 0.009 -0.048 0.056
S -0.87414 -2.09499 -3.28756 0.033 0.047 0.067
C -2.61451 -5.13144 2.49986 -0.008 0.008 0.006
O -1.29133 -5.49782 2.12435 0.030 0.006 -0.001
C -0.56498 -4.60376 1.43314 0.045 -0.043 -0.027
C 0.69459 -5.05890 0.98890 -0.046 0.019 0.014
C 1.47251 -4.22635 0.24026 0.003 0.032 -0.004
C 1.06108 -2.92230 -0.12095 0.054 0.004 0.014
C 1.89958 -2.07036 -0.92780 0.020 -0.164 0.030
C 3.37187 -2.34372 -1.07980 -0.001 0.050 0.043
O 1.48206 -1.05991 -1.52000 -0.012 0.137 -0.050
C -0.19101 -2.46310 0.36513 -0.083 -0.017 -0.074
O -0.65800 -1.25145 0.17300 -0.081 -0.088 0.085
C -0.98723 -3.32387 1.13967 -0.021 0.025 0.036
H -3.02930 -5.99780 3.00622 0.001 0.000 0.001
H -3.22071 -4.89771 1.62185 0.025 -0.006 0.034
H -2.60457 -4.27956 3.18340 0.004 -0.002 0.003
H 1.00393 -6.06489 1.23206 -0.003 -0.010 0.005
H 2.42469 -4.59933 -0.10712 0.034 0.011 -0.022
H 3.59417 -3.39293 -1.25042 -0.024 -0.039 -0.016
H 3.88234 -2.04129 -0.16287 0.000 -0.032 0.009
H 3.75165 -1.75184 -1.90796 0.008 0.008 0.002
H -1.94712 -2.94338 1.45738 0.000 -0.004 0.004
C -1.57773 1.52936 1.17094 0.004 -0.011 0.009
C -0.35966 1.89857 0.40517 0.018 0.010 -0.052
N 0.12690 1.30408 -0.66893 -0.013 -0.010 0.113
C 1.25710 1.99557 -1.04957 0.014 -0.022 -0.051
C 1.45456 3.02911 -0.19730 0.017 0.008 -0.014
N 0.42751 2.95195 0.71475 -0.033 0.033 0.033
H -1.63494 0.44605 1.25255 -0.026 0.013 0.001
H -2.47315 1.87752 0.65643 0.002 0.001 0.007
H -1.54802 1.97064 2.16691 0.012 0.003 0.005
H 1.84397 1.68472 -1.89538 0.006 0.003 -0.004
H 2.21117 3.79031 -0.15532 0.013 0.000 0.005
H 0.27110 3.57497 1.48762 -0.005 -0.020 -0.008
```
Positions in Å, forces in eV/Å.

Löwdin population analysis, charges in e, atoms 1 to 2: atom 1 (Ru): 0.88, atom 2 (S): 0.55

This record from the OMol25 dataset describes an isolated molecule of C16H15N3O7S2 at a distorted geometry. The level of theory is wB97M-V/def2-TZVPD.

E_LUMO   -0.743 eV
Charge   0
SMILES string   CCOC(=O)/C(C#N)=N/Nc1c(S(=O)(=O)Cc2ccco2)csc1C(=O)OC

XYZ file:
```
43
Properties=species:S:1:pos:R:3:forces:R:3
C -0.15978 5.92674 -0.49598 -0.001 -0.451 0.118
C 0.56338 4.65798 -0.08887 0.489 0.416 -0.026
O -0.41028 3.62375 0.07971 -0.402 -0.104 -0.045
C 0.05090 2.43115 0.43126 0.522 -0.125 0.127
O 1.20994 2.17568 0.64749 -0.167 0.102 -0.112
C -1.05225 1.44001 0.55653 0.575 -0.455 0.002
C -2.37411 1.93121 0.68639 -0.556 -0.124 0.024
N -3.45374 2.30274 0.80239 -0.265 0.030 0.041
N -0.71357 0.19460 0.54109 0.167 0.465 0.199
N -1.58307 -0.76695 0.70062 -1.089 0.673 0.171
C -1.21431 -2.07149 0.52510 -0.154 -0.845 0.366
C -0.08683 -2.50715 -0.21662 0.487 0.520 -0.389
S 0.92232 -1.48457 -1.31804 -0.288 -0.556 0.242
O 0.04127 -0.53343 -1.93219 0.030 0.270 0.050
O 1.59577 -2.42142 -2.17458 0.290 -0.221 0.174
C 2.18705 -0.65492 -0.27435 -0.603 -0.028 -0.684
C 3.23868 -0.18552 -1.19222 0.851 -0.664 0.097
C 4.45028 -0.71518 -1.53683 -0.596 0.230 0.318
C 4.98328 0.13494 -2.53468 -0.285 0.416 -0.134
C 4.05180 1.10736 -2.72826 0.735 -0.247 -0.275
O 2.99508 0.92022 -1.92346 -0.439 0.295 0.102
C 0.02839 -3.86271 -0.22980 -0.260 -0.214 0.298
S -1.20600 -4.65393 0.64926 0.203 0.544 -0.233
C -1.93335 -3.13595 1.05332 0.455 0.101 -0.365
C -3.16736 -3.01625 1.81111 -0.003 0.245 0.024
O -3.70098 -1.95031 2.04261 -0.095 -0.112 0.020
O -3.64183 -4.19647 2.21109 0.326 -0.119 -0.163
C -4.85539 -4.16408 2.95067 -0.403 0.178 0.235
H 0.55897 6.73026 -0.62709 0.064 0.081 -0.015
H -0.69359 5.76882 -1.42887 -0.047 0.050 -0.104
H -0.87725 6.21003 0.26926 -0.060 0.089 0.053
H 1.28160 4.33935 -0.85237 -0.089 0.018 0.152
H 1.10437 4.78779 0.85541 -0.060 -0.061 -0.163
H -2.55439 -0.60342 0.99485 0.296 0.064 -0.036
H 1.69287 0.16953 0.23461 0.010 -0.141 0.100
H 2.55694 -1.41098 0.40923 0.064 -0.065 0.076
H 4.90424 -1.59363 -1.12721 0.018 -0.231 0.115
H 5.92399 0.03092 -3.03476 0.175 0.051 -0.146
H 4.02730 1.95539 -3.38345 -0.114 0.134 -0.039
H 0.77833 -4.41904 -0.75609 0.167 -0.125 -0.146
H -4.73535 -3.55574 3.84917 -0.023 -0.081 -0.068
H -5.07594 -5.19554 3.21094 0.018 0.054 -0.019
H -5.65739 -3.73979 2.34362 0.058 -0.057 0.058
```
Positions in Å, forces in eV/Å.

Löwdin population analysis, charges in e, atoms 1 to 2: atom 1 (C): -0.06, atom 2 (C): -0.21

This record from the OMol25 dataset describes a structure of composition C16H15N5O3S3TeW at a distorted geometry. The level of theory is wB97M-V/def2-TZVPD.

E_LUMO (alpha / beta)   -0.748 / -0.641 eV
Relative energy (zero: lowest compared OMol25 entry of this formula, charge and spin)   46.75 kJ/mol
Charge   0
⟨S²⟩   2.0243
2S+1   3

XYZ file:
```
44
Properties=species:S:1:pos:R:3:forces:R:3
W 1.11512 0.50310 0.79832 -0.284 -0.754 -0.849
N -4.02104 -1.17166 -4.20760 0.031 0.029 0.029
C -2.75567 -0.99583 -3.68671 -0.117 -0.012 -0.042
C -2.48191 0.08734 -2.84509 -0.010 0.030 0.021
C -1.21005 0.28948 -2.35427 0.039 -0.011 0.050
C -0.19408 -0.59383 -2.70331 -0.138 -0.089 -0.148
C -0.44746 -1.67528 -3.54277 -0.128 0.058 -0.015
C -1.72142 -1.87090 -4.03450 0.115 -0.008 0.027
S 1.39818 -0.43834 -2.04020 0.195 -0.106 0.110
O 1.61274 0.96141 -1.65758 0.032 0.198 0.050
O 2.34317 -1.08568 -2.89119 0.070 0.051 0.054
N 1.27548 -1.13563 -0.56090 -0.093 0.148 -0.284
C 2.33346 -1.78348 0.03318 0.163 -0.337 0.081
N 2.99249 -2.82938 -0.43439 -0.113 0.151 0.045
C 3.95357 -3.28219 0.36665 0.085 -0.074 0.015
C 4.25590 -2.73206 1.60919 -0.137 0.087 -0.069
C 3.50457 -1.64333 2.00831 0.056 -0.142 0.115
N 2.54767 -1.17855 1.21390 0.113 0.070 0.073
H -4.77821 -0.71917 -3.72446 -0.002 0.001 -0.003
H -4.24841 -2.08590 -4.55892 0.007 -0.007 0.000
H -3.27762 0.77066 -2.57504 0.001 -0.001 -0.004
H -1.00894 1.12252 -1.69290 0.016 -0.021 -0.014
H 0.35438 -2.35074 -3.80650 0.017 0.001 0.002
H -1.92476 -2.70479 -4.69477 0.001 -0.001 0.000
H 4.50603 -4.13670 -0.00807 0.020 0.004 0.034
H 5.03745 -3.12905 2.23742 0.020 -0.038 -0.032
H 3.65613 -1.13709 2.95381 -0.039 0.037 -0.016
S 2.99018 1.89299 1.51837 -0.116 -0.045 0.360
C 2.28322 1.46189 3.00088 0.538 0.387 -0.081
N 1.82317 1.14629 4.01450 0.001 -0.051 0.258
C 0.04605 3.26370 -0.04978 -0.023 -0.103 -0.033
O -0.01075 1.95871 0.48734 -0.341 0.395 0.125
H 0.17249 3.22332 -1.13393 0.001 0.000 -0.010
H 0.88864 3.80712 0.38320 -0.007 0.017 0.004
H -0.88398 3.77547 0.19769 0.009 0.031 -0.018
Te -0.75171 -0.93753 2.06537 0.215 -0.107 0.065
C -1.77440 0.64812 2.94196 0.020 0.104 0.179
C -1.45070 1.35169 4.06560 -0.150 0.065 0.021
C -2.39275 2.38183 4.35159 0.063 -0.066 -0.029
C -3.40536 2.43192 3.44251 -0.028 0.050 0.037
S -3.21634 1.23649 2.23736 -0.129 0.054 -0.120
H -0.56861 1.15149 4.65369 0.021 -0.004 0.003
H -2.31557 3.05000 5.19709 -0.002 0.003 0.002
H -4.25033 3.10156 3.42500 0.007 0.004 0.008
```
Positions in Å, forces in eV/Å.

Löwdin population analysis, charges in e, atoms 1 to 2: atom 1 (W): 1.09, atom 2 (N): 0.11

This record from the OMol25 dataset describes a structure of composition C16H15N7O7SV at a distorted geometry. The level of theory is wB97M-V/def2-TZVPD.

E_LUMO (alpha / beta)   -5.300 / -5.280 eV
Charge   +1

XYZ file:
```
47
Properties=species:S:1:pos:R:3:forces:R:3
V -0.40280 -0.25462 0.03669 1.344 -1.269 -1.628
C 4.09858 -0.86793 3.52139 -0.047 -0.061 0.073
C 3.59349 0.12003 2.54609 -0.024 -0.122 -0.130
N 3.93041 1.36461 2.49043 0.184 0.172 0.148
N 3.18312 1.89167 1.48749 -0.167 -0.102 -0.114
C 2.38928 1.00255 0.90588 0.100 0.035 0.322
S 1.35188 1.22924 -0.41547 0.538 0.931 -0.598
N 2.65401 -0.14787 1.56137 0.203 0.113 0.102
N 2.00554 -1.33630 1.27456 -0.009 -0.287 -0.228
H 4.96416 -0.44411 4.02288 0.011 -0.005 -0.007
H 4.38370 -1.80458 3.04313 0.015 0.013 -0.032
H 3.33141 -1.06918 4.27189 0.027 -0.011 -0.047
H 3.25619 2.87108 1.26660 -0.013 0.047 -0.042
H 1.63958 -1.73112 2.13318 -0.110 0.076 0.085
H 2.65404 -1.98924 0.84959 0.116 -0.025 0.010
O -4.29007 -1.09106 6.22840 0.002 -0.047 -0.152
N -4.36993 -1.27448 5.03303 -0.192 0.010 0.097
O -5.31746 -1.75963 4.44708 0.188 0.065 0.104
C -3.22006 -0.86490 4.21404 0.203 0.058 -0.274
C -3.28047 -1.05395 2.83882 -0.313 -0.045 -0.057
C -2.20063 -0.65117 2.10211 0.549 0.187 0.723
C -1.01870 -0.12169 2.66564 -0.603 -0.074 0.701
O -0.05345 0.16532 1.83771 0.219 -0.057 0.547
C -1.00854 0.03497 4.06739 -0.036 0.017 -0.651
C -2.11275 -0.31068 4.82422 0.006 -0.025 0.204
N 0.18960 0.51519 4.74899 0.110 -0.336 0.495
O 0.05123 1.03649 5.83059 0.015 0.076 -0.282
O 1.26827 0.27439 4.22128 -0.164 0.136 -0.073
N -2.02775 -0.73622 0.69257 -1.542 0.314 1.963
O -2.13645 0.35049 -0.04638 -1.252 1.039 -1.071
O -1.60311 -1.81232 0.10093 0.758 -0.944 -0.905
H -4.16230 -1.49437 2.39460 -0.003 0.011 -0.033
H -2.09365 -0.17408 5.89693 -0.018 0.001 -0.005
C 0.38489 -1.38855 -1.73987 0.207 -0.341 0.929
C -0.58981 -0.73522 -2.54888 -0.671 0.510 -0.602
C -0.27709 0.48858 -3.20381 0.075 -0.422 0.421
C -1.17231 1.07276 -4.06550 -0.432 0.108 -0.173
C -2.41739 0.48002 -4.28458 0.238 0.023 0.151
C -2.75585 -0.71321 -3.64508 -0.097 0.166 -0.104
C -1.86568 -1.31635 -2.79076 0.449 0.099 0.092
H 1.41687 -1.12698 -1.92890 0.031 -0.001 0.160
H 0.20313 -2.42759 -1.48587 0.046 0.040 -0.050
H 0.68938 0.94427 -3.02933 0.041 -0.032 -0.091
H -0.91498 1.99047 -4.57644 -0.005 0.006 0.017
H -3.12390 0.94902 -4.95621 0.007 -0.008 -0.013
H -3.72293 -1.16098 -3.82859 0.017 -0.035 -0.002
H -2.11595 -2.25135 -2.31051 0.003 -0.005 0.020
```
Positions in Å, forces in eV/Å.

Löwdin population analysis, charges in e, atoms 1 to 2: atom 1 (V): 0.83, atom 2 (C): 0.01